Record 1
An isolated molecule of C26H27N3O2. Source: the Open Molecules 2025 dataset; level of theory: ωB97M-V with the def2-TZVPD basis set.

Last column: Löwdin charge in e.
CARTESIAN COORDINATES (ANGSTROEM)
C  6.638  0.209  -1.100  -0.091
O  5.971  -1.023  -0.976  -0.088
C  4.666  -1.096  -1.364  -0.285
C  3.921  -0.041  -1.878  -0.020
C  2.596  -0.223  -2.235  -0.012
C  1.991  -1.463  -2.084  -0.237
N  0.647  -1.703  -2.403  0.133
C  -0.301  -0.824  -2.833  -0.451
O  -0.089  0.340  -3.100  0.070
C  -1.708  -1.426  -2.871  -0.106
N  -2.403  -1.315  -1.597  -0.148
C  -2.517  0.057  -1.132  -0.153
C  -3.465  0.083  0.068  -0.141
N  -3.020  -0.743  1.172  -0.111
C  -2.102  -0.152  2.139  -0.180
C  -2.612  1.212  2.546  -0.142
C  -3.819  1.539  3.124  -0.022
C  -4.094  2.878  3.374  -0.081
C  -3.180  3.865  3.040  -0.085
C  -1.965  3.541  2.456  -0.013
C  -1.683  2.207  2.210  -0.119
C  -0.490  1.566  1.676  -0.121
C  0.716  2.106  1.263  -0.006
C  1.745  1.245  0.917  -0.073
C  1.588  -0.126  1.028  -0.073
C  0.374  -0.669  1.429  -0.036
C  -0.682  0.176  1.702  -0.113
C  -2.744  -2.080  0.702  -0.152
C  -1.847  -2.150  -0.546  -0.179
C  2.739  -2.523  -1.574  -0.029
C  4.057  -2.343  -1.218  -0.009
H  6.167  0.985  -0.488  0.093
H  6.679  0.542  -2.142  0.096
H  7.651  0.034  -0.739  0.093
H  4.359  0.936  -2.009  0.106
H  2.027  0.603  -2.627  0.105
H  0.349  -2.655  -2.242  0.132
H  -2.291  -0.869  -3.610  0.129
H  -1.682  -2.481  -3.160  0.122
H  -1.541  0.482  -0.847  0.123
H  -2.928  0.664  -1.940  0.131
H  -4.433  -0.316  -0.252  0.128
H  -3.605  1.108  0.409  0.121
H  -2.081  -0.839  2.996  0.164
H  -4.534  0.770  3.372  0.118
H  -5.032  3.153  3.833  0.100
H  -3.416  4.900  3.240  0.100
H  -1.255  4.312  2.200  0.109
H  0.857  3.176  1.226  0.110
H  2.692  1.645  0.584  0.100
H  2.418  -0.780  0.806  0.096
H  0.277  -1.740  1.550  0.114
H  -3.711  -2.531  0.447  0.122
H  -2.293  -2.663  1.509  0.121
H  -0.826  -1.837  -0.283  0.085
H  -1.823  -3.186  -0.899  0.124
H  2.281  -3.495  -1.451  0.112
H  4.641  -3.158  -0.819  0.119

## Properties
SMILES: COc1ccc(NC(=O)CN2CCN(C3c4ccccc4-c4ccccc43)CC2)cc1
ΔE to the lowest compared entry with this formula, charge and spin: 155.29 kJ/mol

***

Record 2
A structure of composition C26H27N4O2RhS. Source: the Open Molecules 2025 dataset; level of theory: ωB97M-V with the def2-TZVPD basis set.

Last column: Löwdin charge in e.
CARTESIAN COORDINATES (ANGSTROEM)
Rh  0.284  0.850  0.478  0.703
O  0.191  -0.946  -2.120  -0.389
S  1.278  -1.618  -1.368  0.607
O  1.199  -3.052  -1.430  -0.336
N  1.105  -1.100  0.169  -0.255
C  1.805  -1.708  1.194  -0.302
C  2.418  -2.943  1.117  -0.024
C  2.937  -3.702  2.210  -0.044
C  2.835  -3.204  3.516  -0.041
C  2.288  -1.909  3.631  -0.146
C  2.208  -1.258  4.884  -0.028
C  1.576  -0.056  5.020  -0.072
C  1.034  0.530  3.884  -0.129
N  1.125  -0.019  2.672  0.045
C  1.738  -1.203  2.484  -0.185
C  2.925  -1.172  -2.078  -0.244
C  3.105  0.209  -2.301  -0.069
C  4.319  0.652  -2.803  -0.075
C  5.362  -0.251  -3.071  -0.091
C  5.159  -1.579  -2.832  -0.077
C  3.922  -2.095  -2.322  -0.037
H  2.580  -3.409  0.170  0.074
H  3.406  -4.643  2.010  0.094
H  3.128  -3.776  4.378  0.101
H  2.524  -1.834  5.722  0.106
H  1.423  0.341  6.058  0.122
H  0.471  1.471  3.957  0.113
H  2.328  0.886  -1.946  0.088
H  4.495  1.704  -3.014  0.105
H  6.267  0.189  -3.530  0.116
H  5.979  -2.261  -2.948  0.097
H  3.821  -3.151  -2.209  0.103
N  -2.520  -1.070  -1.343  0.044
C  -2.612  -1.569  0.064  -0.141
C  -3.644  -0.799  0.811  -0.180
N  -4.994  -0.905  0.116  -0.040
C  -4.857  -0.212  -1.127  -0.244
C  -3.828  -0.870  -2.023  -0.103
H  -1.978  -1.792  -1.831  0.154
H  -1.943  -0.177  -1.339  0.146
H  -1.598  -1.469  0.483  0.112
H  -2.821  -2.597  0.078  0.118
H  -3.334  0.264  0.970  0.102
H  -3.720  -1.374  1.734  0.124
H  -5.618  -0.392  0.741  0.114
H  -4.668  0.884  -1.034  0.134
H  -5.732  -0.209  -1.737  0.110
H  -3.599  -0.281  -2.884  0.129
H  -4.153  -1.849  -2.340  0.132
C  -1.358  2.027  0.385  -0.132
C  -1.598  3.310  -0.165  -0.431
C  -0.820  3.936  -1.158  -0.096
C  -1.150  5.163  -1.721  -0.114
C  -2.316  5.800  -1.332  -0.122
C  -3.108  5.225  -0.317  -0.114
C  -2.752  4.031  0.241  -0.105
H  0.058  3.397  -1.513  0.083
H  -0.574  5.511  -2.607  0.108
H  -2.660  6.716  -1.815  0.092
H  -4.002  5.759  0.067  0.106
H  -3.334  3.602  1.015  0.083

## Properties
⟨S²⟩: 6.05
2S+1: 5
ΔE to the lowest compared entry with this formula, charge and spin: 0.00 kJ/mol

***

Record 3
A structure of composition C26H27N8PdS2. Source: the Open Molecules 2025 dataset; level of theory: ωB97M-V with the def2-TZVPD basis set.

Last column: Löwdin charge in e.
CARTESIAN COORDINATES (ANGSTROEM)
Pd  0.197  -1.201  -0.108  0.933
C  3.653  1.394  0.263  -0.037
C  2.543  0.762  -0.261  -0.100
N  1.876  -0.202  0.392  -0.028
C  2.271  -0.560  1.639  -0.154
C  3.403  0.048  2.246  -0.151
C  4.102  1.036  1.522  0.027
C  3.788  -0.365  3.532  -0.036
C  3.072  -1.356  4.184  -0.066
C  1.969  -1.952  3.609  0.001
C  1.509  -1.571  2.324  -0.189
N  0.431  -2.034  1.629  -0.098
C  -0.553  -2.914  1.955  -0.198
C  -0.700  -3.678  3.139  -0.001
C  -1.782  -4.516  3.325  -0.069
C  -2.771  -4.651  2.365  -0.036
C  -2.679  -3.939  1.155  -0.152
C  -3.637  -4.051  0.128  0.024
C  -3.466  -3.326  -1.037  -0.036
C  -2.354  -2.513  -1.174  -0.099
N  -1.423  -2.399  -0.220  -0.034
C  -1.567  -3.080  0.943  -0.160
H  4.162  2.150  -0.311  0.110
H  2.177  1.023  -1.245  0.075
H  4.971  1.504  1.953  0.124
H  4.650  0.089  3.996  0.112
H  3.384  -1.673  5.167  0.113
H  1.480  -2.722  4.171  0.078
H  0.027  -3.633  3.925  0.078
H  -1.855  -5.078  4.244  0.113
H  -3.609  -5.311  2.528  0.111
H  -4.489  -4.699  0.261  0.124
H  -4.182  -3.398  -1.837  0.110
H  -2.202  -1.940  -2.079  0.098
S  -1.356  0.567  1.508  0.632
C  -2.197  1.951  1.802  -1.169
N  -2.965  2.096  2.888  -0.084
C  -3.823  3.252  2.981  -0.229
C  -3.180  4.317  2.101  -0.406
S  -2.214  3.405  0.833  0.920
H  -3.113  1.302  3.490  0.136
H  -3.881  3.587  4.020  0.125
H  -4.838  3.006  2.635  0.125
H  -2.478  4.937  2.662  0.079
H  -3.915  4.947  1.605  0.078
C  0.728  3.523  -4.543  -0.070
C  1.604  2.368  -5.022  -0.396
C  2.815  2.184  -4.109  -0.066
C  0.788  1.063  -5.152  -0.104
N  0.338  0.559  -3.884  -0.085
C  0.898  -0.355  -3.067  -0.083
N  0.119  -0.454  -2.000  -0.120
N  -0.894  0.388  -2.184  0.012
N  -0.776  0.990  -3.292  0.096
H  1.311  4.440  -4.513  0.085
H  0.334  3.335  -3.546  0.068
H  -0.112  3.675  -5.217  0.083
H  1.960  2.594  -6.033  0.142
H  2.509  2.097  -3.068  0.053
H  3.471  3.047  -4.186  0.088
H  3.389  1.300  -4.385  0.083
H  1.393  0.292  -5.634  0.136
H  -0.103  1.257  -5.755  0.137
H  1.794  -0.914  -3.253  0.149

## Properties
ΔE to the lowest compared entry with this formula, charge and spin: 28.79 kJ/mol
Net charge: +1

***

Record 4
A structure of composition C26H27OOsSTe. Source: the Open Molecules 2025 dataset; level of theory: ωB97M-V with the def2-TZVPD basis set.

Last column: Löwdin charge in e.
CARTESIAN COORDINATES (ANGSTROEM)
Os  10.124  12.406  13.625  1.154
C  9.089  12.440  16.223  -0.224
C  8.705  13.559  15.361  -0.318
C  8.152  13.155  14.083  -0.376
C  8.270  11.631  14.102  -0.400
C  8.991  11.235  15.386  -0.248
C  9.200  9.796  15.896  -0.014
C  7.349  10.830  13.231  -0.034
C  7.510  14.060  13.057  -0.040
C  8.837  14.978  15.727  -0.046
C  9.605  12.585  17.595  -0.027
H  8.312  9.429  16.311  0.066
H  9.990  9.841  16.689  0.094
H  9.522  9.140  15.065  0.095
H  7.897  10.128  12.653  0.061
H  6.808  11.527  12.609  0.068
H  6.595  10.203  13.794  0.116
H  6.567  14.574  13.418  0.122
H  7.257  13.474  12.174  0.072
H  8.314  14.816  12.831  0.094
H  8.063  15.260  16.464  0.111
H  8.673  15.501  14.752  0.086
H  9.829  15.278  16.102  0.085
H  10.625  12.904  17.576  0.054
H  9.639  11.653  18.140  0.081
H  9.002  13.344  18.213  0.135
C  13.208  5.044  6.221  -0.075
C  12.439  6.032  7.109  -0.713
O  11.911  5.750  8.202  0.005
S  12.339  7.611  6.344  1.060
C  11.728  8.582  7.632  -0.526
C  12.437  8.623  8.835  -0.085
C  11.972  9.317  9.900  -0.011
C  10.823  10.129  9.801  -0.230
C  10.112  10.083  8.599  -0.020
C  10.599  9.411  7.530  -0.069
C  10.553  10.908  10.929  -0.022
C  10.424  11.562  11.985  -0.251
H  14.303  5.319  6.312  0.107
H  12.868  5.119  5.213  0.055
H  13.027  3.996  6.587  0.105
H  13.467  8.198  8.871  0.138
H  12.464  9.338  10.842  0.112
H  9.284  10.752  8.515  0.118
H  10.088  9.371  6.559  0.123
Te  12.243  13.116  14.799  1.044
C  13.491  12.328  13.211  -0.611
C  14.315  11.266  13.470  -0.159
C  15.134  10.787  12.416  -0.071
C  15.346  11.561  11.258  -0.038
C  14.520  12.722  11.068  -0.068
C  13.580  13.049  11.994  -0.173
H  14.334  10.804  14.448  0.094
H  15.537  9.773  12.525  0.111
H  16.077  11.271  10.537  0.096
H  14.563  13.241  10.156  0.093
H  12.873  13.893  11.904  0.097

## Properties
⟨S²⟩: 6.09
2S+1: 5
E: -1838.62942 Ha
Net charge: +1